Below is a single C7H12 molecule, with properties calculated with ωB97M-V/def2-TZVPD.

Values from the calculation:
* SMILES: C=CC(=C)CCC
* HOMO: -8.3 eV
* energy above the lowest of the compared OMol25 structures with the same formula, charge and spin: 2.190 eV
* gap between HOMO and LUMO: 8.76 eV

Each line ends with the Mulliken charge.
Cartesian coordinates (Å):
1 H 0.8503 -2.9529 -1.2667  0.374
2 H -0.2494 -2.1176 -0.2543  0.357
3 C -1.9094 1.6907 -0.8348  -0.868
4 C -0.5333 1.5003 -0.4972  0.050
5 C 1.3060 0.0239 0.5708  -0.738
6 C 1.5106 -0.9795 -0.5403  -0.254
7 H 0.2395 2.1248 -1.0095  0.292
8 H 1.1305 -0.5240 -1.5163  0.264
9 C 0.7626 -2.3012 -0.4313  -1.272
10 C -0.1670 0.5902 0.5389  0.664
11 H 2.0024 0.8419 0.2868  0.274
12 H -0.8718 -0.3987 2.2589  0.248
13 H -2.6652 1.1418 -0.2501  0.079
14 H 1.5855 -0.4684 1.5436  0.355
15 H 2.6296 -1.1757 -0.6766  0.299
16 H -2.4717 2.3134 -1.5523  0.254
17 H -2.2062 0.2122 1.1419  0.267
18 H 1.1584 -2.7928 0.4664  0.297
19 C -1.1583 0.1082 1.3319  -0.941